1.
Formula: C4H6NiO3
Source: the OMol25 dataset
Level of theory: the ωB97M-V functional and the def2-TZVPD basis

Positions of all 14 atoms, in Å:
C: -2.492 -0.205 0.611
C: -1.372 0.480 0.727
O: -3.724 0.230 0.669
H: -1.989 -0.877 1.513
H: -1.313 1.557 0.884
H: -4.136 0.291 -0.203
O: -0.019 -0.006 0.006
C: 0.953 0.718 -0.342
O: 2.150 0.222 -0.118
Ni: 1.535 2.639 -0.523
C: 2.528 -1.045 -0.701
H: 2.369 -1.839 0.036
H: 1.926 -1.229 -1.597
H: 3.583 -0.935 -0.962

Computed properties:
Energy relative to the best compared isomer or geometry (same formula, charge and spin) ... 105.1 kcal per mole
Spin multiplicity ... 3
Electronic energy ... -51403.136 eV
Total charge ... +2
HOMO-LUMO gap (spin up / spin down) ... 7.12 / 4.96 eV



2.
Formula: C23H50N2SSi4TeV
Source: the OMol25 dataset
Level of theory: the ωB97M-V functional and the def2-TZVPD basis

Positions of all 82 atoms, in Å:
V: -0.310 -1.836 -0.570
C: -2.102 -1.527 1.454
Si: -2.616 -0.923 -0.290
C: -3.145 0.868 -0.253
C: -4.043 -1.952 -0.920
C: -5.389 -1.799 -0.572
C: -6.347 -2.645 -1.108
C: -5.975 -3.647 -2.001
C: -4.645 -3.803 -2.357
C: -3.670 -2.957 -1.822
Si: -1.843 -2.980 -2.223
C: -1.175 -4.744 -2.083
C: -1.559 -2.401 -3.987
H: -3.032 -1.667 2.013
H: -1.488 -0.809 1.998
H: -1.611 -2.513 1.502
H: -4.119 0.949 0.240
H: -3.258 1.258 -1.267
H: -2.438 1.498 0.282
H: -5.697 -1.022 0.120
H: -7.388 -2.528 -0.833
H: -6.728 -4.303 -2.418
H: -4.373 -4.586 -3.058
H: -1.711 -5.370 -2.805
H: -1.342 -5.179 -1.096
H: -0.112 -4.824 -2.322
H: -2.070 -3.081 -4.676
H: -0.499 -2.396 -4.245
H: -1.971 -1.402 -4.151
C: 4.487 -1.159 -0.776
N: 3.697 -0.106 -1.416
C: 4.168 1.249 -1.118
C: 2.488 -0.355 -1.914
S: 1.799 -1.933 -1.673
N: 1.873 0.584 -2.654
C: 2.623 1.441 -3.582
C: 0.454 0.494 -2.991
H: 5.525 -0.833 -0.766
H: 4.409 -2.088 -1.329
H: 4.145 -1.314 0.250
H: 4.505 1.262 -0.082
H: 3.357 1.962 -1.221
H: 4.996 1.540 -1.765
H: 3.671 1.166 -3.596
H: 2.524 2.496 -3.326
H: 2.218 1.285 -4.582
H: -0.140 0.172 -2.138
H: 0.285 -0.189 -3.823
H: 0.118 1.493 -3.268
C: 0.241 5.693 1.131
Si: -0.260 3.910 0.892
C: -1.442 3.397 2.243
C: -0.934 3.676 -0.839
C: 1.296 2.851 0.991
Te: 1.039 0.723 0.991
C: 0.781 0.499 3.101
Si: 2.264 -0.337 3.912
C: 3.793 0.692 3.609
C: 1.899 -0.466 5.737
C: 2.444 -2.040 3.153
H: -0.624 6.353 1.030
H: 0.979 6.001 0.386
H: 0.671 5.863 2.121
H: -2.379 3.954 2.160
H: -1.019 3.618 3.227
H: -1.688 2.333 2.216
H: -1.999 3.905 -0.909
H: -0.802 2.648 -1.187
H: -0.405 4.340 -1.530
H: 1.898 3.032 1.885
H: 1.945 3.061 0.135
H: -0.132 -0.074 3.272
H: 0.590 1.507 3.479
H: 3.818 1.567 4.264
H: 3.854 1.041 2.574
H: 4.691 0.104 3.812
H: 1.726 0.520 6.174
H: 2.735 -0.922 6.274
H: 1.014 -1.079 5.924
H: 2.241 -2.038 2.077
H: 1.762 -2.754 3.622
H: 3.459 -2.421 3.286

Computed properties:
Energy relative to the best compared isomer or geometry (same formula, charge and spin) ... 6.1 kcal per mole
Spin multiplicity ... 3
Electronic energy ... -102964.676 eV
Total charge ... +1
HOMO-LUMO gap (spin up / spin down) ... 8.14 / 6.93 eV



3.
Formula: C7H11N2O2
Source: the OMol25 dataset
Level of theory: the ωB97M-V functional and the def2-TZVPD basis

Positions of all 22 atoms, in Å:
C: 1.908 -2.369 0.226
N: 2.316 -1.224 0.154
O: 3.596 -0.856 -0.198
C: 3.690 0.541 -0.132
O: 4.604 1.127 -0.556
N: 2.491 1.098 0.270
C: 1.545 0.327 0.199
C: 0.114 0.524 0.003
C: -0.773 0.048 1.201
C: -0.214 -0.125 -1.369
C: -0.046 2.049 -0.013
H: 2.602 -3.141 0.015
H: 0.971 -2.586 0.567
H: -0.500 -0.873 1.688
H: -0.935 0.754 2.050
H: -1.764 -0.116 0.861
H: -0.254 -1.212 -1.186
H: 0.553 0.084 -2.138
H: -1.112 0.251 -1.757
H: 0.769 2.273 0.683
H: -0.966 2.396 0.365
H: 0.102 2.379 -1.013

Computed properties:
Energy relative to the best compared isomer or geometry (same formula, charge and spin) ... 78.1 kcal per mole
Electronic energy ... -14501.761 eV
Total charge ... +1
SMILES ... C=[N+]1OC(=O)N=C1C(C)(C)C
HOMO-LUMO gap ... 10.29 eV



4.
Formula: C15H30F2O15Tl
Source: the OMol25 dataset
Level of theory: the ωB97M-V functional and the def2-TZVPD basis

Positions of all 63 atoms, in Å:
Tl: -0.417 -0.852 1.500
F: 4.354 -0.936 2.710
F: -4.594 1.623 2.174
C: 4.770 4.954 2.267
O: 3.732 5.935 2.046
C: 2.436 5.610 2.283
O: 1.958 4.494 2.349
O: 1.781 6.722 2.255
C: 0.496 6.741 2.873
H: 4.421 4.268 3.039
H: 5.679 5.452 2.603
H: 4.922 4.334 1.383
H: -0.244 6.074 2.432
H: 0.182 7.748 2.599
H: 0.631 6.697 3.954
C: -2.589 5.284 -3.889
O: -1.319 5.175 -4.463
C: -0.523 4.139 -4.164
O: -0.742 3.257 -3.331
O: 0.654 4.249 -4.727
C: 1.033 5.293 -5.678
H: -3.366 5.072 -4.624
H: -2.747 6.294 -3.509
H: -2.805 4.663 -3.019
H: 0.363 5.326 -6.537
H: 2.074 5.125 -5.953
H: 0.950 6.292 -5.251
C: 2.482 -5.145 8.584
O: 1.195 -4.892 9.135
C: 0.304 -4.265 8.302
O: 0.536 -3.741 7.185
O: -0.953 -4.262 8.840
C: -1.255 -4.811 10.117
H: 2.409 -5.887 7.789
H: 3.130 -5.614 9.324
H: 3.042 -4.286 8.216
H: -0.810 -5.801 10.221
H: -2.337 -4.922 10.181
H: -0.950 -4.195 10.964
C: -4.708 -5.499 -2.557
O: -5.400 -4.510 -3.356
C: -5.098 -3.198 -3.147
O: -4.257 -2.792 -2.375
O: -5.881 -2.470 -3.872
C: -6.095 -1.085 -3.672
H: -5.190 -5.570 -1.581
H: -3.668 -5.173 -2.552
H: -4.898 -6.454 -3.046
H: -7.100 -0.811 -3.996
H: -5.324 -0.532 -4.209
H: -6.071 -0.792 -2.622
C: 4.504 -1.173 -3.359
O: 4.063 -1.915 -4.427
C: 2.835 -2.620 -4.386
O: 2.167 -2.719 -3.368
O: 2.581 -3.184 -5.562
C: 1.603 -4.262 -5.666
H: 3.692 -0.800 -2.735
H: 4.898 -0.230 -3.738
H: 5.221 -1.683 -2.717
H: 2.193 -5.177 -5.626
H: 1.244 -4.387 -6.688
H: 0.809 -4.177 -4.924

Computed properties:
Electronic energy ... -56861.674 eV
Total charge ... +1
HOMO-LUMO gap ... 1.55 eV



5.
Formula: C4H8O2
Source: the OMol25 dataset
Level of theory: the ωB97M-V functional and the def2-TZVPD basis

Positions of all 14 atoms, in Å:
C: -0.936 -0.202 -2.055
O: -1.404 -0.687 -0.811
C: -0.525 -0.680 0.240
O: 0.784 -1.176 0.098
C: 0.614 0.215 0.449
C: 0.965 0.652 1.850
H: -1.676 -0.513 -2.796
H: -0.857 0.895 -2.059
H: 0.037 -0.641 -2.300
H: -1.045 -1.068 1.116
H: 0.924 0.882 -0.359
H: 0.773 1.727 1.945
H: 0.334 0.133 2.578
H: 2.013 0.464 2.105

Computed properties:
Energy relative to the best compared isomer or geometry (same formula, charge and spin) ... 50.6 kcal per mole
Electronic energy ... -8371.089 eV
Total charge ... 0
SMILES ... CO[C@H]1O[C@@H]1C
HOMO-LUMO gap ... 10.84 eV



6.
Formula: C19H29AuBN6O3
Source: the OMol25 dataset
Level of theory: the ωB97M-V functional and the def2-TZVPD basis

Positions of all 59 atoms, in Å:
Au: -0.410 -0.463 0.396
C: -2.837 -3.009 -0.020
C: -1.952 -2.660 -1.170
C: -1.842 -3.233 -2.437
C: -0.851 -2.528 -3.099
C: -0.324 -2.719 -4.483
N: -0.395 -1.569 -2.272
N: -1.080 -1.658 -1.101
B: 0.735 -0.519 -2.491
N: 1.872 -0.793 -1.460
N: 1.577 -1.215 -0.195
C: 2.720 -1.408 0.464
C: 2.739 -1.869 1.885
C: 3.782 -1.152 -0.408
C: 3.210 -0.773 -1.609
C: 3.877 -0.373 -2.885
N: 0.120 0.924 -2.344
N: -0.871 1.143 -1.430
C: -1.510 2.254 -1.795
C: -2.738 2.719 -1.073
C: -0.913 2.782 -2.953
C: 0.098 1.905 -3.280
C: 1.064 1.972 -4.419
H: -3.468 -3.856 -0.274
H: -3.483 -2.171 0.245
H: -2.247 -3.277 0.858
H: -2.412 -4.062 -2.822
H: -0.836 -3.556 -4.952
H: 0.746 -2.929 -4.474
H: -0.485 -1.830 -5.095
H: 1.161 -0.635 -3.602
H: 1.726 -2.001 2.263
H: 3.253 -1.146 2.520
H: 3.265 -2.820 1.969
H: 4.835 -1.250 -0.198
H: 4.935 -0.622 -2.837
H: 3.790 0.702 -3.051
H: 3.440 -0.880 -3.745
H: -2.988 2.043 -0.256
H: -3.580 2.739 -1.764
H: -2.625 3.726 -0.671
H: -1.203 3.668 -3.495
H: 0.821 2.823 -5.052
H: 1.036 1.070 -5.031
H: 2.086 2.096 -4.060
C: 1.911 3.074 0.366
C: 0.876 2.952 1.450
C: 0.963 3.838 2.659
O: -0.377 2.797 1.038
C: 1.364 1.223 2.233
O: 2.459 1.327 2.658
O: 0.438 0.411 2.136
H: 1.702 3.991 -0.192
H: 1.862 2.231 -0.331
H: 2.909 3.131 0.790
H: 0.753 4.857 2.323
H: 1.954 3.799 3.103
H: 0.213 3.564 3.400
H: -0.386 2.482 0.108

Computed properties:
Spin multiplicity ... 3
Electronic energy ... -39619.855 eV
Total charge ... +1
HOMO-LUMO gap (spin up / spin down) ... 9.57 / 6.72 eV



7.
Formula: C5H3NO
Source: the OMol25 dataset
Level of theory: the ωB97M-V functional and the def2-TZVPD basis

Positions of all 10 atoms, in Å:
N: -1.821 -2.292 1.124
C: -1.089 -1.530 0.654
C: -0.231 -0.539 0.118
C: -0.132 0.788 0.626
C: 0.700 1.481 -0.163
O: 1.183 0.553 -1.203
C: 0.594 -0.640 -0.953
H: -0.658 1.162 1.489
H: 0.675 2.590 -0.193
H: 0.779 -1.572 -1.500

Computed properties:
Energy relative to the best compared isomer or geometry (same formula, charge and spin) ... 13.6 kcal per mole
Electronic energy ... -8769.418 eV
Total charge ... 0
SMILES ... N#Cc1ccoc1
HOMO-LUMO gap ... 10.42 eV